16
Properties=species:S:1:pos:R:3 method="wB97M-V/def2-TZVPD" total_charge=0 multiplicity=1
C 1.56 -0.82 -0.15
C 0.46 -0.40 0.79
N 0.61 1.58 1.21
C -0.57 1.55 0.54
O -1.17 2.56 0.21
C -0.88 0.10 0.26
C -1.20 -0.21 -1.19
H 1.79 -0.03 -0.87
H 1.22 -1.71 -0.70
H 2.47 -1.08 0.39
H 0.37 -1.06 1.66
H 0.92 0.56 1.60
H -1.70 -0.21 0.91
H -0.40 0.10 -1.86
H -2.10 0.34 -1.47
H -1.37 -1.28 -1.32

---

58
Properties=species:S:1:pos:R:3 method="wB97M-V/def2-TZVPD" total_charge=0 multiplicity=1
Sr -0.09 -0.21 0.07
C 8.04 -1.70 -2.52
C 6.67 -1.10 -2.42
C 5.96 -0.74 -3.56
C 4.68 -0.22 -3.48
C 3.98 0.15 -4.77
C 4.09 -0.07 -2.21
C 2.69 0.33 -2.18
O 1.96 0.30 -1.20
C 4.81 -0.37 -1.03
C 4.28 -0.16 0.35
C 6.09 -0.89 -1.17
H 8.37 -1.78 -3.55
H 8.06 -2.69 -2.07
H 8.77 -1.09 -1.97
H 6.42 -0.87 -4.53
H 4.68 0.05 -5.60
H 3.62 1.17 -4.77
H 3.13 -0.50 -4.98
H 2.25 0.64 -3.14
H 3.64 0.72 0.42
H 5.11 -0.04 1.05
H 3.68 -1.01 0.68
H 6.65 -1.13 -0.28
C -1.00 -1.29 -3.09
C -2.01 -1.82 -4.14
N -3.29 -2.11 -3.50
C -3.82 -0.89 -2.90
C -2.82 -0.34 -1.85
N -1.65 -1.23 -1.77
C -2.10 -2.59 -1.39
C -3.09 -3.11 -2.46
H -0.64 -0.29 -3.34
H -0.13 -1.94 -3.01
H -1.64 -2.73 -4.61
H -2.17 -1.08 -4.93
H -4.78 -1.12 -2.45
H -3.99 -0.16 -3.70
H -3.27 -0.28 -0.85
H -2.47 0.67 -2.10
H -2.55 -2.53 -0.40
H -1.21 -3.22 -1.31
H -4.06 -3.34 -2.01
H -2.72 -4.03 -2.93
F 1.97 -1.59 2.56
C 1.16 -2.16 1.57
F 2.07 -2.90 0.77
C 0.39 -3.24 2.30
F -0.29 -4.01 1.41
F -0.54 -2.69 3.12
F 1.12 -4.08 3.06
C -1.96 2.23 3.50
O -1.34 2.63 2.26
C -1.31 1.75 1.25
O -1.77 0.61 1.51
H -2.21 3.15 4.02
H -1.25 1.65 4.09
H -2.84 1.63 3.33

---

For reference, E_HOMO by record: -9.38 -7.56 eV.
For reference, energy relative to the best compared isomer or geometry (same formula, charge and spin) by record: 373.7 4.8 kJ/mol.
For reference, largest force on an atom by record: 0.92 0.59 eV Å⁻¹.